[1]
Entry from the Open Molecules 2025 dataset: an isolated ion of composition CHClFO2S2 and charge -1 (ωB97M-V/def2-TZVPD).

Calculated values
relative energy (zero: lowest compared OMol25 entry of this formula, charge and spin) = 2.083 eV
HOMO = -0.15580 Ha
maximum force = 1.7 eV/Å
lowest unoccupied orbital energy = 3.3 eV
SMILES = O=[S@]([O-])(S)=C(F)Cl
charge = -1
frontier orbital gap = 7.519 eV

```
8
CHClFO2S2, DFT ωB97M-V/def2-TZVPD
O -1.733 -0.579 -0.269
S -0.592 -0.075 0.421
O -0.681 -0.086 1.857
S -0.716 2.030 -0.094
C 1.168 -0.609 -0.029
F 1.158 -1.913 0.523
Cl 0.913 -0.729 -1.848
H 0.483 1.962 -0.560
```

Atom charges from the natural (NBO) analysis, given in e for atoms 1 to 6: number 1, O, carries -0.96; number 2, S, carries 1.91; number 3, O, carries -0.96; number 4, S, carries -0.34; number 5, C, carries -0.17; number 6, F, carries -0.41

---

[2]
Entry from the Open Molecules 2025 dataset: an isolated ion of composition C4H3ClNS and charge +1 (ωB97M-V/def2-TZVPD).

Calculated values
relative energy (zero: lowest compared OMol25 entry of this formula, charge and spin) = 1.538 eV
HOMO = -0.46685 Ha
maximum force = 5.1 eV/Å
lowest unoccupied orbital energy = -5.7 eV
SMILES = S=C/C=C\[N+]#CCl
charge = +1
frontier orbital gap = 7.007 eV

```
10
C4H3ClNS, DFT ωB97M-V/def2-TZVPD
S 1.283 -1.026 -1.700
C 0.804 0.316 -0.744
C -0.500 0.494 -0.135
C -1.269 -0.026 0.949
N -1.232 -1.216 1.740
C -1.071 -2.217 2.299
Cl -0.838 -3.545 3.073
H 1.585 1.109 -1.066
H -1.192 1.246 -0.600
H -2.034 0.700 1.375
```

Atom charges from the natural (NBO) analysis, given in e for atoms 1 to 6: number 1, S, carries 0.17; number 2, C, carries -0.37; number 3, C, carries -0.12; number 4, C, carries -0.11; number 5, N, carries -0.22; number 6, C, carries 0.43

---

[3]
Entry from the Open Molecules 2025 dataset: a 2-piece molecular cluster, C5H12O2 overall (ωB97M-V/def2-TZVPD).

Calculated values
relative energy (zero: lowest compared OMol25 entry of this formula, charge and spin) = 1.952 eV
HOMO = -0.36287 Ha
maximum force = 0.4 eV/Å
lowest unoccupied orbital energy = 0.9 eV
SMILES = OCCCO.C=C
frontier orbital gap = 10.795 eV

```
19
C5H12O2, DFT ωB97M-V/def2-TZVPD
O -1.058 -1.330 0.731
C -0.880 0.068 0.677
C 0.561 0.501 0.947
C 0.656 1.989 1.242
O -0.062 2.233 2.440
H -0.639 -1.698 -0.059
H -1.211 0.476 -0.294
H -1.524 0.495 1.449
H 1.206 0.260 0.090
H 0.938 -0.059 1.809
H 0.229 2.565 0.404
H 1.710 2.288 1.346
H -0.149 3.185 2.556
C -0.591 -1.971 -2.389
C 0.667 -1.689 -2.060
H -1.003 -2.971 -2.276
H -1.262 -1.210 -2.780
H 1.073 -0.687 -2.173
H 1.340 -2.445 -1.661
```

Atom charges from the natural (NBO) analysis, given in e for atoms 1 to 6: number 1, O, carries -0.73; number 2, C, carries -0.06; number 3, C, carries -0.44; number 4, C, carries -0.06; number 5, O, carries -0.73; number 6, H, carries 0.47

---

[4]
Entry from the Open Molecules 2025 dataset: an isolated molecule of C5H2O (ωB97M-V/def2-TZVPD).

Calculated values
relative energy (zero: lowest compared OMol25 entry of this formula, charge and spin) = 2.576 eV
HOMO = -0.36453 Ha
maximum force = 1.0 eV/Å
lowest unoccupied orbital energy = -0.6 eV
frontier orbital gap = 9.351 eV

```
8
C5H2O, DFT ωB97M-V/def2-TZVPD
O 1.655 0.617 0.949
C 1.546 -0.219 0.085
C 0.287 -0.647 -0.505
C -0.566 -0.922 -1.444
C -1.170 -0.265 -0.206
C -1.455 0.162 0.904
H 2.401 -0.725 -0.391
H -1.660 0.277 1.941
```

Atom charges from the natural (NBO) analysis, given in e for atoms 1 to 6: number 1, O, carries -0.47; number 2, C, carries 0.38; number 3, C, carries -0.16; number 4, C, carries 0.03; number 5, C, carries -0.12; number 6, C, carries -0.07

---

[5]
Entry from the Open Molecules 2025 dataset: an isolated molecule of C8H13NOS (ωB97M-V/def2-TZVPD).

Calculated values
relative energy (zero: lowest compared OMol25 entry of this formula, charge and spin) = 2.115 eV
HOMO = -0.30823 Ha
maximum force = 3.8 eV/Å
lowest unoccupied orbital energy = 0.7 eV
frontier orbital gap = 9.103 eV

```
24
C8H13NOS, DFT ωB97M-V/def2-TZVPD
C 3.567 -0.072 -1.068
C 3.408 0.806 -0.002
C 2.473 -0.916 -1.048
C 2.140 0.725 0.519
C -0.004 -1.714 1.109
C -3.426 1.116 -0.704
C -0.921 0.280 -0.230
C 0.203 -0.931 -0.129
N 1.576 -0.357 -0.177
O -2.957 -1.460 -0.481
S -2.626 -0.249 0.234
H 4.420 -0.228 -1.638
H 4.178 1.476 0.285
H 2.029 -1.692 -1.633
H 1.437 1.312 1.137
H 0.301 -1.267 2.080
H -1.109 -2.038 1.112
H 0.581 -2.604 1.036
H -4.372 1.546 -0.194
H -3.813 0.857 -1.662
H -2.715 1.882 -0.865
H -0.480 0.909 0.523
H -0.641 0.638 -1.280
H 0.101 -1.456 -1.059
```

Atom charges from the natural (NBO) analysis, given in e for atoms 1 to 6: number 1, C, carries -0.30; number 2, C, carries -0.27; number 3, C, carries -0.06; number 4, C, carries -0.10; number 5, C, carries -0.65; number 6, C, carries -0.83

---

[6]
Entry from the Open Molecules 2025 dataset: an isolated molecule of C8H8S2 (ωB97M-V/def2-TZVPD).

Calculated values
relative energy (zero: lowest compared OMol25 entry of this formula, charge and spin) = 3.629 eV
HOMO (spin up / spin down) = -0.30385 / -0.24914 Ha
maximum force = 3.8 eV/Å
lowest unoccupied orbital energy (spin up / spin down) = -0.4 / -2.0 eV
frontier orbital gap (spin up / spin down) = 7.828 / 4.785 eV

```
18
C8H8S2, DFT ωB97M-V/def2-TZVPD
C -0.997 -0.857 0.797
C 0.883 0.393 0.749
C 0.263 -0.897 1.166
C 0.012 1.421 1.066
C -2.205 -0.941 0.310
C 2.091 0.246 0.109
C -2.538 -0.973 -1.216
C 2.659 1.288 -0.767
S 1.082 -2.146 1.938
S -0.883 2.471 1.774
H -3.101 -0.979 0.904
H 2.531 -0.674 0.348
H -2.900 -2.023 -1.336
H -1.634 -0.871 -1.743
H -3.416 -0.314 -1.291
H 2.929 2.134 -0.119
H 1.738 1.642 -1.299
H 3.484 1.082 -1.390
```

Atom charges from the natural (NBO) analysis, given in e for atoms 1 to 6: number 1, C, carries 0.17; number 2, C, carries -0.26; number 3, C, carries -0.29; number 4, C, carries -0.07; number 5, C, carries -0.25; number 6, C, carries -0.13

---

[7]
Entry from the Open Molecules 2025 dataset: C9H30BF4O6Ti as an isolated structure (ωB97M-V/def2-TZVPD).

Calculated values
relative energy (zero: lowest compared OMol25 entry of this formula, charge and spin) = 0.000 eV
HOMO (spin up / spin down) = -0.29578 / -0.34587 Ha
<S²> = 3.751
2S+1 = 4
maximum force = 1.5 eV/Å
lowest unoccupied orbital energy (spin up / spin down) = -1.3 / -1.2 eV
frontier orbital gap (spin up / spin down) = 6.729 / 8.260 eV

```
51
C9H30BF4O6Ti, DFT ωB97M-V/def2-TZVPD
Ti -2.524 1.260 2.906
B -0.911 1.350 0.435
F 0.026 0.935 -0.514
F -0.426 1.021 1.716
F -1.141 2.714 0.290
F -2.172 0.704 0.351
C 0.673 3.422 -2.704
O -0.100 2.241 -2.889
H 0.079 4.192 -2.208
H 1.515 3.161 -2.051
H 1.095 3.774 -3.641
H -0.293 1.875 -2.005
C 3.751 0.100 1.361
O 2.364 -0.044 1.625
H 3.994 0.881 0.640
H 4.281 0.324 2.288
H 4.149 -0.849 0.993
H 1.856 0.385 0.933
C -3.223 0.944 -3.076
O -2.897 2.292 -3.253
H -4.007 0.656 -3.779
H -2.375 0.252 -3.190
H -3.584 0.644 -2.080
H -1.933 2.388 -3.129
C 2.442 -0.223 -2.679
C 1.179 -1.069 -2.611
O 0.896 -1.685 -3.874
H 2.622 0.230 -1.694
H 2.297 0.637 -3.333
H 3.374 -0.758 -2.860
H 0.335 -0.418 -2.387
H 1.253 -1.929 -1.947
H 0.880 -1.015 -4.565
C -3.441 -2.668 -1.218
C -3.247 -3.030 0.264
O -3.642 -1.943 1.105
H -3.456 -3.583 -1.818
H -2.723 -2.000 -1.694
H -4.428 -2.221 -1.352
H -2.210 -3.227 0.544
H -3.938 -3.845 0.465
H -3.082 -1.183 0.934
C 1.629 -0.637 6.518
C 2.215 -0.428 5.122
O 1.130 -0.474 4.190
H 2.395 -0.474 7.278
H 1.302 -1.670 6.636
H 0.807 0.062 6.652
H 2.997 -1.152 4.884
H 2.612 0.594 5.090
H 1.603 -0.514 3.333
```

Atom charges from the natural (NBO) analysis, given in e for atoms 1 to 6: number 1, Ti, carries 0.97; number 2, B, carries 1.32; number 3, F, carries -0.55; number 4, F, carries -0.58; number 5, F, carries -0.55; number 6, F, carries -0.58

---

[8]
Entry from the Open Molecules 2025 dataset: an isolated molecule of CH5NO (ωB97M-V/def2-TZVPD).

Calculated values
relative energy (zero: lowest compared OMol25 entry of this formula, charge and spin) = 0.027 eV
HOMO = -0.36986 Ha
maximum force = 0.6 eV/Å
lowest unoccupied orbital energy = 1.0 eV
SMILES = NCO
frontier orbital gap = 11.102 eV

```
8
CH5NO, DFT ωB97M-V/def2-TZVPD
N -0.244 -0.870 0.291
C -0.095 0.540 -0.013
O 0.926 0.739 -0.990
H -1.151 -1.244 0.067
H -0.001 -1.099 1.240
H -1.012 0.938 -0.446
H 0.172 1.094 0.887
H 1.405 -0.098 -1.035
```

Atom charges from the natural (NBO) analysis, given in e for atoms 1 to 6: number 1, N, carries -0.87; number 2, C, carries 0.09; number 3, O, carries -0.74; number 4, H, carries 0.37; number 5, H, carries 0.37; number 6, H, carries 0.16